(1)
Formula: CH5N2S
Source: the OMol25 dataset
Level of theory: the ωB97M-V functional and the def2-TZVPD basis

The geometry in XYZ format:
```
9
Properties=species:S:1:pos:R:3:lowdin_charge:R:1
C -1.44 0.22 0.39 0.175
N 1.72 0.35 0.25 -0.436
N -0.80 -0.41 -0.54 0.186
S 2.56 -0.83 -0.46 0.700
H -2.31 0.82 0.11 0.128
H 2.39 0.88 0.71 -0.069
H -1.14 -0.31 -1.48 0.157
H -0.07 -0.99 -0.39 0.007
H -0.92 0.27 1.41 0.153
```

charge	+1
Kohn-Sham gap	0.278	Ha
HOMO level	-0.4878	Eh
LUMO energy	-5.71	eV



(2)
Formula: C27H31Cl2F5GdI2N3O2S
Source: the OMol25 dataset
Level of theory: the ωB97M-V functional and the def2-TZVPD basis

The geometry in XYZ format:
```
74
Properties=species:S:1:pos:R:3:lowdin_spin:R:1
Gd -0.11 -0.98 1.51 6.786
N -0.11 -2.30 3.99 -0.010
N -0.12 -1.26 4.94 0.000
C -0.46 0.03 4.52 0.000
O -0.72 0.88 5.34 0.002
O -0.41 0.19 3.22 -0.009
H -0.98 -2.82 4.01 0.000
H 0.64 -2.95 4.22 0.000
H -0.46 -1.48 5.86 0.000
F -1.48 -4.30 -4.45 0.000
C -1.39 -4.16 -3.13 0.000
C -1.51 -2.92 -2.54 0.000
F -1.72 -1.84 -3.29 0.000
C -1.41 -2.83 -1.17 0.000
F -1.53 -1.58 -0.62 -0.009
C -1.17 -3.89 -0.32 0.002
S -0.96 -3.68 1.40 0.013
C -1.06 -5.13 -0.96 0.001
F -0.83 -6.23 -0.23 0.000
C -1.17 -5.27 -2.33 0.000
F -1.04 -6.47 -2.90 0.000
I 2.93 0.03 2.53 -0.002
C 3.98 -1.85 1.96 0.000
I 2.63 -3.55 1.93 -0.006
H 4.76 -2.04 2.70 0.000
H 4.40 -1.72 0.96 0.000
Cl -5.83 -1.18 1.47 0.000
C -4.42 -0.15 1.70 0.000
Cl -3.00 -1.11 2.20 -0.006
H -4.63 0.57 2.47 0.000
H -4.18 0.32 0.75 0.000
C 3.11 1.00 -4.41 -0.001
C 2.61 0.22 -3.23 0.001
C 2.88 -1.14 -3.11 0.033
C 2.40 -1.90 -2.02 -0.002
C 2.71 -3.36 -1.92 -0.002
C 1.65 -1.25 -1.08 0.020
C 1.32 0.14 -1.15 0.010
C 1.85 0.86 -2.26 0.030
N 0.56 0.60 -0.14 0.137
C -0.06 1.94 0.02 0.010
C 0.54 2.61 1.28 0.003
C -0.23 3.89 1.61 0.001
C -0.14 4.88 0.45 0.000
C -0.74 4.23 -0.80 0.000
C -2.21 3.91 -0.55 0.000
C -2.32 2.93 0.63 0.000
C -1.70 3.55 1.89 0.000
C -1.56 1.65 0.29 0.002
C 0.04 2.95 -1.13 0.002
H 3.80 0.41 -5.01 0.000
H 3.62 1.91 -4.09 0.000
H 2.28 1.30 -5.05 -0.001
H 3.48 -1.63 -3.87 0.002
H 2.75 -3.82 -2.91 0.000
H 1.97 -3.89 -1.32 0.000
H 3.68 -3.51 -1.44 -0.001
H 1.29 -1.83 -0.24 -0.006
H 1.67 1.91 -2.39 0.001
H 1.59 2.83 1.10 0.000
H 0.47 1.94 2.13 0.000
H 0.21 4.33 2.51 0.000
H 0.91 5.15 0.27 0.000
H -0.68 5.80 0.69 0.000
H -0.65 4.91 -1.65 0.000
H -2.66 3.46 -1.44 0.000
H -2.77 4.82 -0.33 0.000
H -3.37 2.69 0.81 0.000
H -1.77 2.85 2.73 0.000
H -2.25 4.46 2.17 0.000
H -1.99 1.16 -0.59 0.000
H -1.64 0.97 1.15 -0.004
H 1.08 3.23 -1.28 0.000
H -0.35 2.51 -2.06 0.000
```

charge	0
Kohn-Sham gap (spin up / spin down)	0.231 / 0.165	Ha
HOMO level (spin up / spin down)	-0.2654 / -0.2495	Eh
2S+1	8
LUMO energy (spin up / spin down)	-0.94 / -2.29	eV



(3)
Formula: C5H5N3
Source: the OMol25 dataset
Level of theory: the ωB97M-V functional and the def2-TZVPD basis

The geometry in XYZ format:
```
13
Properties=species:S:1:pos:R:3:lowdin_charge:R:1
C -2.26 0.23 0.24 -0.126
C 0.56 -0.29 -0.08 -0.359
C 0.14 1.07 0.02 -0.189
C -0.05 2.19 -0.19 0.094
C 1.91 -0.35 -0.11 -0.171
H -3.35 0.08 0.82 0.141
H -1.64 0.88 0.93 0.072
H -2.24 0.68 -0.72 0.053
H -2.37 -2.01 -0.40 0.229
H 0.26 3.33 -0.13 0.120
N -1.68 -1.10 -0.08 -0.127
N -0.30 -1.29 -0.13 0.090
N 3.06 -0.47 0.24 0.174
```

charge	0
Kohn-Sham gap	0.313	Ha
HOMO level	-0.3190	Eh
LUMO energy	-0.15	eV
SMILES	C#C/C(C#N)=N\NC



(4)
Formula: C6H26N2O5
Source: the OMol25 dataset
Level of theory: the ωB97M-V functional and the def2-TZVPD basis

The geometry in XYZ format:
```
39
Properties=species:S:1:pos:R:3:lowdin_charge:R:1
C 0.96 -0.81 -1.59 -0.039
C 0.44 0.61 -1.31 -0.369
C 1.55 1.67 -1.47 -0.395
C 1.09 3.13 -1.60 -0.067
C 2.63 1.56 -0.41 -0.070
N -0.19 0.69 0.03 -0.039
C -1.63 0.52 0.10 -0.304
N -2.50 1.63 -0.27 0.020
H 0.29 -1.48 -1.09 0.057
H 1.01 -0.95 -2.67 0.084
H 1.94 -0.98 -1.18 0.071
H -0.33 0.88 -2.04 0.132
H 1.91 1.42 -2.48 0.136
H 0.50 3.22 -2.52 0.078
H 2.02 3.68 -1.70 0.076
H 0.53 3.52 -0.76 0.071
H 2.22 1.96 0.53 0.084
H 2.92 0.56 -0.10 0.066
H 3.54 2.12 -0.57 0.083
H 0.07 1.54 0.51 0.108
H -1.95 -0.35 -0.47 0.087
H -1.80 0.23 1.14 0.111
H -2.10 2.28 -0.93 0.055
H -2.81 2.15 0.55 0.062
H -2.29 -4.07 -0.07 0.025
H -0.80 -3.70 0.39 0.041
O -1.70 -3.90 0.67 -0.069
H 1.23 -0.27 1.12 -0.007
H 0.76 -1.68 1.56 0.018
O 1.49 -1.05 1.61 -0.067
H -1.66 -2.70 2.29 0.035
H -0.53 -2.00 3.30 0.036
O -0.97 -2.04 2.45 -0.068
H -3.45 -2.17 -1.38 0.060
H -2.00 -2.01 -1.87 0.026
O -2.63 -2.65 -1.53 -0.052
H 0.06 0.01 4.34 0.019
H 1.19 -0.38 3.25 -0.014
O 0.98 -0.19 4.19 -0.080
```

charge	0
Kohn-Sham gap	0.348	Ha
HOMO level	-0.3320	Eh
LUMO energy	0.43	eV
SMILES	CC(C)[C@@H](C)NCN.O.O.O.O.O



(5)
Formula: C3H7NO2
Source: the OMol25 dataset
Level of theory: the ωB97M-V functional and the def2-TZVPD basis

The geometry in XYZ format:
```
13
Properties=species:S:1:pos:R:3:lowdin_charge:R:1
N -0.36 1.70 -0.50 0.175
C 0.33 0.71 -1.10 -0.594
O 0.51 0.73 -2.29 0.052
C 0.80 -0.40 -0.26 -0.112
C -0.32 -1.02 0.54 -0.287
O -0.28 -0.61 1.89 -0.065
H -0.35 1.70 0.50 0.094
H -0.63 2.52 -1.02 0.117
H 1.64 -0.09 0.36 0.142
H 1.16 -1.14 -0.97 0.122
H -1.37 -0.88 0.22 0.131
H -0.10 -2.15 0.40 0.137
H -1.05 -1.07 2.24 0.088
```

charge	0
Kohn-Sham gap	0.380	Ha
HOMO level	-0.3529	Eh
LUMO energy	0.74	eV
SMILES	NC(=O)CCO



(6)
Formula: C4H5NO2
Source: the OMol25 dataset
Level of theory: the ωB97M-V functional and the def2-TZVPD basis

The geometry in XYZ format:
```
12
Properties=species:S:1:pos:R:3:lowdin_charge:R:1
O -2.41 -1.15 0.38 0.140
C -1.38 -0.56 0.24 -0.229
C 0.35 -0.92 0.57 -0.022
C 1.15 -0.04 -0.40 -0.240
N 0.76 1.30 0.02 0.047
C -0.46 1.56 -0.18 -0.251
O -1.38 0.66 -0.66 -0.016
H 0.79 -0.75 1.58 0.115
H 0.29 -1.98 0.35 0.089
H 0.85 -0.26 -1.44 0.119
H 2.25 -0.09 -0.37 0.118
H -0.84 2.53 0.12 0.130
```

charge	0
Kohn-Sham gap	0.412	Ha
HOMO level	-0.3851	Eh
LUMO energy	0.74	eV
SMILES	O=C1CCN=CO1



(7)
Formula: C34H32N3OPPbSe5Te
Source: the OMol25 dataset
Level of theory: the ωB97M-V functional and the def2-TZVPD basis

The geometry in XYZ format:
```
78
Properties=species:S:1:pos:R:3:lowdin_charge:R:1
Pb 0.60 -0.96 0.83 1.027
Se 0.52 -0.20 4.19 0.051
Se 2.17 0.65 5.35 -0.001
Te 4.27 -0.33 4.33 0.488
Se 3.49 -1.74 2.51 -0.125
C -0.20 -1.72 -3.43 -0.041
C 0.94 -2.14 -2.51 -0.384
C 1.79 -3.20 -3.18 -0.058
C 1.85 -0.92 -2.19 -0.271
C 2.26 -0.11 -3.44 -0.045
O 1.45 1.08 -3.36 0.047
C 0.81 1.06 -2.14 -0.311
N 1.07 0.07 -1.39 -0.023
C -0.17 2.11 -1.77 -0.163
C -0.81 2.77 -2.78 -0.010
C -1.83 3.65 -2.55 -0.044
C -2.23 3.85 -1.26 -0.018
C -1.56 3.27 -0.12 -0.014
C -0.51 2.37 -0.43 -0.303
P 0.48 1.74 0.97 0.968
C -0.27 2.54 2.44 -0.447
C 0.37 3.59 3.02 -0.077
C -0.22 4.27 4.10 -0.041
C -1.47 3.93 4.54 -0.049
C -2.08 2.82 3.99 -0.046
C -1.49 2.10 2.94 -0.157
C 2.04 2.51 0.58 -0.393
C 3.22 1.90 0.83 -0.135
C 4.39 2.37 0.31 -0.054
C 4.44 3.57 -0.39 -0.048
C 3.29 4.25 -0.58 -0.044
C 2.10 3.76 -0.07 -0.044
H -0.98 -2.50 -3.48 0.108
H 0.11 -1.59 -4.47 0.092
H -0.56 -0.77 -3.11 0.051
H 0.57 -2.54 -1.50 0.094
H 1.74 -3.03 -4.24 0.078
H 1.32 -4.18 -3.10 0.086
H 2.83 -3.28 -2.87 0.096
H 2.74 -1.19 -1.61 0.143
H 1.99 -0.64 -4.29 0.099
H 3.30 0.20 -3.49 0.144
H -0.58 2.45 -3.81 0.147
H -2.32 4.11 -3.38 0.120
H -3.00 4.56 -1.00 0.116
H -1.81 3.57 0.88 0.098
H 1.38 3.89 2.71 0.119
H 0.25 5.12 4.55 0.112
H -1.93 4.46 5.36 0.119
H -3.04 2.55 4.34 0.104
H -2.07 1.31 2.47 0.097
H 3.25 0.93 1.40 0.039
H 5.23 1.70 0.35 0.117
H 5.38 3.85 -0.81 0.115
H 3.30 5.13 -1.19 0.114
H 1.15 4.18 -0.34 0.108
Se -2.59 -4.23 2.79 0.762
Se -1.97 -1.98 2.93 0.561
C -2.81 -1.31 1.35 -0.667
C -4.21 -1.52 1.16 -0.084
C -4.81 -1.08 0.00 -0.003
C -3.97 -0.55 -1.02 0.015
C -2.62 -0.40 -0.73 -0.123
N -2.04 -0.79 0.40 -0.070
C -1.43 -5.12 1.56 -0.670
C -1.76 -6.44 1.23 -0.099
C -0.88 -7.17 0.46 -0.050
C 0.33 -6.62 0.08 -0.050
C 0.51 -5.26 0.37 -0.132
N -0.40 -4.51 1.02 0.008
H -4.76 -2.07 1.91 0.100
H -5.86 -1.26 -0.16 0.122
H -4.38 -0.19 -1.91 0.099
H -1.97 0.10 -1.36 0.066
H -2.73 -6.80 1.54 0.101
H -1.02 -8.27 0.20 0.145
H 1.09 -7.12 -0.45 0.099
H 1.35 -4.63 -0.07 0.118
```

charge	+2
Kohn-Sham gap (spin up / spin down)	0.224 / 0.216	Ha
HOMO level (spin up / spin down)	-0.4821 / -0.4825	Eh
LUMO energy (spin up / spin down)	-7.04 / -7.24	eV



(8)
Formula: C52H49N3OP2S2SiTeTi
Source: the OMol25 dataset
Level of theory: the ωB97M-V functional and the def2-TZVPD basis

The geometry in XYZ format:
```
112
Properties=species:S:1:pos:R:3:lowdin_spin:R:1
Ti 0.07 -1.02 -0.12 0.946
C -0.14 -0.60 3.68 0.000
Si 0.22 0.39 2.10 0.010
C -1.13 1.78 2.21 -0.003
C -1.21 2.65 3.31 -0.001
C -2.14 3.67 3.37 0.000
C -3.04 3.86 2.32 0.000
C -3.00 2.99 1.24 0.000
C -2.06 1.97 1.19 0.001
P -2.14 0.66 -0.11 0.007
C -3.89 0.15 0.21 -0.001
C -4.11 -0.53 1.41 0.000
C -5.40 -0.84 1.82 0.001
C -6.49 -0.47 1.05 0.001
C -6.28 0.20 -0.15 0.002
C -4.98 0.52 -0.55 0.000
C -2.28 1.57 -1.69 0.002
C -2.69 0.87 -2.82 0.001
C -2.65 1.47 -4.07 0.000
C -2.16 2.76 -4.21 0.001
C -1.73 3.46 -3.09 0.000
C -1.79 2.86 -1.83 0.001
C 1.81 1.39 2.56 0.002
C 2.66 0.90 3.56 0.000
C 3.93 1.43 3.78 0.000
C 4.38 2.48 3.00 0.000
C 3.55 3.01 2.02 0.000
C 2.28 2.48 1.81 0.000
P 1.14 3.21 0.56 0.000
C 0.71 4.81 1.37 0.000
C 1.04 5.15 2.68 0.000
C 0.61 6.35 3.25 0.000
C -0.17 7.23 2.51 0.000
C -0.52 6.90 1.20 0.000
C -0.08 5.71 0.65 0.000
C 2.24 3.83 -0.78 0.000
C 2.89 5.06 -0.79 0.000
C 3.63 5.47 -1.89 0.000
C 3.72 4.65 -3.01 0.000
C 3.07 3.42 -3.02 0.000
C 2.32 3.02 -1.92 0.000
H -0.08 0.01 4.59 0.000
H -1.15 -1.02 3.60 0.000
H 0.55 -1.44 3.76 0.000
H -0.50 2.53 4.12 0.000
H -2.17 4.34 4.23 0.000
H -3.76 4.67 2.35 0.000
H -3.72 3.12 0.43 0.000
H -3.26 -0.82 2.02 0.000
H -5.55 -1.36 2.76 0.000
H -7.49 -0.71 1.37 0.000
H -7.12 0.50 -0.76 0.000
H -4.84 1.06 -1.48 0.000
H -3.02 -0.16 -2.73 0.001
H -2.96 0.91 -4.94 0.000
H -2.10 3.22 -5.19 0.000
H -1.32 4.46 -3.19 0.000
H -1.43 3.40 -0.96 0.000
H 2.34 0.05 4.16 0.000
H 4.57 1.00 4.55 0.000
H 5.38 2.89 3.15 0.000
H 3.90 3.83 1.41 0.000
H 1.65 4.47 3.27 0.000
H 0.88 6.58 4.27 0.000
H -0.51 8.16 2.95 0.000
H -1.13 7.58 0.62 0.000
H -0.36 5.46 -0.37 0.000
H 2.83 5.71 0.08 0.000
H 4.13 6.43 -1.88 0.000
H 4.30 4.97 -3.87 0.000
H 3.13 2.77 -3.88 0.000
H 1.80 2.07 -1.94 0.000
C 2.56 -0.86 -4.22 0.001
C 2.15 -0.58 -2.80 0.007
S 0.45 -0.23 -2.50 0.000
C 3.02 -0.59 -1.78 0.005
C 4.49 -0.87 -1.94 0.000
S 2.45 -0.26 -0.15 -0.005
H 1.79 -0.52 -4.92 0.000
H 2.70 -1.94 -4.38 0.000
H 3.50 -0.37 -4.49 0.001
H 4.88 -0.50 -2.89 0.000
H 4.68 -1.95 -1.89 0.000
H 5.05 -0.41 -1.13 0.000
C -3.48 -3.86 1.59 0.015
N -3.08 -3.38 0.29 0.117
C -3.75 -3.88 -0.85 0.374
C -3.14 -3.67 -2.10 0.070
C -1.96 -2.97 -2.18 0.165
N -1.40 -2.39 -1.06 0.097
C -1.96 -2.62 0.13 0.016
O -1.39 -2.09 1.13 0.004
N -1.20 -2.87 -3.33 0.078
H -3.31 -4.93 1.66 0.005
H -4.55 -3.66 1.74 0.004
H -2.91 -3.35 2.35 0.000
H -4.68 -4.39 -0.68 0.041
H -3.58 -4.10 -2.99 -0.004
H -1.75 -2.90 -4.18 0.003
H -0.57 -2.07 -3.30 0.004
Te 1.70 -3.27 0.32 0.022
C 0.70 -5.17 0.44 0.002
C -0.45 -5.52 -0.28 0.003
C -1.02 -6.79 -0.16 0.002
C -0.46 -7.75 0.67 0.003
C 0.69 -7.42 1.38 0.000
C 1.26 -6.15 1.27 0.003
H -0.89 -4.82 -0.96 0.000
H -1.92 -7.01 -0.73 0.002
H -0.90 -8.73 0.76 0.000
H 1.15 -8.15 2.04 0.000
H 2.15 -5.91 1.84 0.000
```

charge	-2
Kohn-Sham gap (spin up / spin down)	0.154 / 0.191	Ha
HOMO level (spin up / spin down)	-0.0036 / -0.0408	Eh
2S+1	3
LUMO energy (spin up / spin down)	4.09 / 4.09	eV



(9)
Formula: C4H5NO
Source: the OMol25 dataset
Level of theory: the ωB97M-V functional and the def2-TZVPD basis

The geometry in XYZ format:
```
11
Properties=species:S:1:pos:R:3:lowdin_charge:R:1
O 2.23 -0.22 -0.22 0.041
C 0.88 -0.11 -0.11 -0.354
C 0.01 -1.08 -0.50 -0.072
N -1.26 -0.60 -0.27 -0.009
C -1.20 0.64 0.32 -0.130
C 0.12 0.99 0.40 -0.040
H 2.63 0.59 0.12 0.100
H 0.15 -2.04 -0.97 0.120
H -1.98 -1.28 -0.17 0.137
H -2.10 1.18 0.61 0.109
H 0.51 1.93 0.78 0.099
```

charge	0
Kohn-Sham gap	0.329	Ha
HOMO level	-0.2919	Eh
LUMO energy	1.02	eV
SMILES	Oc1cc[nH]c1



(10)
Formula: C5H9N
Source: the OMol25 dataset
Level of theory: the ωB97M-V functional and the def2-TZVPD basis

The geometry in XYZ format:
```
15
Properties=species:S:1:pos:R:3:lowdin_charge:R:1
C -1.27 0.98 0.47 -0.116
C -1.96 -0.19 -0.19 -0.113
C -0.57 -0.34 0.36 -0.327
N 0.50 -0.52 -0.59 -0.081
C 1.79 -0.94 -0.06 -0.149
C 1.60 0.44 -0.57 -0.149
H -0.93 1.78 -0.19 0.098
H -1.61 1.32 1.44 0.096
H -2.79 -0.67 0.33 0.093
H -2.03 -0.19 -1.27 0.103
H -0.46 -0.91 1.28 0.138
H 1.88 -1.07 1.02 0.105
H 2.33 -1.67 -0.65 0.098
H 1.97 0.73 -1.55 0.100
H 1.56 1.24 0.16 0.104
```

charge	0
Kohn-Sham gap	0.369	Ha
HOMO level	-0.3211	Eh
LUMO energy	1.30	eV
SMILES	C1CC1N1CC1



(11)
Formula: C32H47N7O2S2
Source: the OMol25 dataset
Level of theory: the ωB97M-V functional and the def2-TZVPD basis

The geometry in XYZ format:
```
90
Properties=species:S:1:pos:R:3:lowdin_charge:R:1
C 18.59 2.50 -8.47 -0.263
S 18.94 3.63 -9.85 0.847
O 20.27 3.17 -10.46 -0.570
C 17.50 3.10 -10.81 -0.277
H 18.20 1.56 -8.88 0.040
H 17.85 2.88 -7.77 0.051
H 19.49 2.24 -7.92 0.051
H 16.62 3.50 -10.30 0.096
H 17.37 2.02 -10.84 0.040
H 17.64 3.45 -11.84 0.015
C 15.91 7.23 -13.34 -0.389
S 15.57 6.93 -11.63 0.887
O 14.98 8.14 -10.96 -0.545
C 14.08 5.81 -11.66 -0.210
H 16.28 6.43 -13.99 0.033
H 16.70 7.98 -13.27 0.048
H 15.09 7.75 -13.82 0.032
H 13.65 5.88 -10.66 0.048
H 14.41 4.81 -11.94 0.004
H 13.33 6.11 -12.39 0.039
N 15.63 0.47 -13.61 0.006
C 14.90 -0.46 -14.37 -0.032
C 15.70 -1.20 -15.19 -0.066
C 16.98 -0.66 -15.05 -0.088
C 16.97 0.31 -14.08 -0.214
H 15.31 1.07 -12.87 -0.032
H 13.85 -0.58 -14.15 0.115
H 15.45 -1.95 -15.92 0.097
H 17.88 -1.06 -15.51 0.102
H 17.77 0.89 -13.66 0.149
N 14.38 6.01 -15.31 0.100
C 14.11 7.35 -15.17 -0.126
C 15.31 8.03 -15.22 -0.125
C 16.33 7.11 -15.46 -0.191
C 15.74 5.83 -15.48 -0.064
H 13.68 5.31 -15.07 0.153
H 13.15 7.71 -14.83 0.130
H 15.39 9.09 -15.09 0.150
H 17.36 7.40 -15.61 -0.029
H 16.17 4.85 -15.49 0.083
N 18.29 8.61 -12.44 0.053
C 18.07 7.26 -12.62 -0.173
C 18.01 6.97 -13.97 -0.378
C 18.32 8.17 -14.60 -0.120
C 18.37 9.20 -13.63 -0.038
H 18.41 8.99 -11.51 0.175
H 18.01 6.53 -11.82 0.119
H 17.95 6.06 -14.55 0.061
H 18.45 8.40 -15.64 0.148
H 18.67 10.23 -13.71 0.126
N 17.54 4.51 -15.20 -0.111
C 17.19 3.21 -15.50 -0.164
C 16.81 2.58 -14.34 -0.171
C 16.89 3.51 -13.32 -0.079
C 17.30 4.77 -13.86 -0.025
H 17.78 5.31 -15.77 -0.058
H 17.33 2.96 -16.54 0.176
H 16.64 1.52 -14.32 0.016
H 16.78 3.34 -12.26 0.028
H 17.29 5.74 -13.39 0.058
N 14.40 2.37 -12.10 0.115
C 15.32 2.35 -13.11 -0.241
C 16.41 1.62 -12.70 -0.404
C 16.00 0.90 -11.58 -0.077
C 14.82 1.48 -11.12 -0.044
H 13.54 2.90 -12.18 0.154
H 15.23 2.94 -14.01 0.176
H 17.33 1.44 -13.25 0.059
H 16.64 0.17 -11.12 0.160
H 14.15 1.33 -10.29 0.116
N 19.16 4.41 -16.88 0.080
C 19.85 4.86 -15.74 -0.004
C 19.32 6.09 -15.36 -0.080
C 18.31 6.37 -16.26 -0.189
C 18.28 5.33 -17.26 -0.020
H 19.37 3.57 -17.41 0.181
H 20.61 4.25 -15.27 0.061
H 19.64 6.68 -14.51 0.144
H 17.75 7.30 -16.23 0.048
H 17.65 5.24 -18.13 0.149
N 18.81 2.47 -15.23 -0.006
C 20.13 2.56 -14.90 -0.100
C 20.69 1.31 -15.08 -0.081
C 19.72 0.43 -15.51 -0.090
C 18.53 1.15 -15.64 -0.122
H 18.14 3.22 -15.30 -0.126
H 20.60 3.50 -14.63 0.074
H 21.76 1.13 -15.05 0.098
H 19.97 -0.61 -15.61 0.103
H 17.56 0.94 -16.06 0.126
```

charge	0
Kohn-Sham gap	0.213	Ha
HOMO level	-0.2091	Eh
LUMO energy	0.11	eV



It is found that the total energy values, taken in the order of the records, are -14923.690, -123572.665, -9729.480, -19861.499, -8809.534, -9812.404, -390843.121, -139776.198, -7766.007, -6818.725, -70072.427 eV.